(1)
DFT (ωB97M-V/def2-TZVPD) results for a cluster of 5 separate species, C15H34F9O5S2 in total at a distorted geometry.

Its energy relative to the best compared isomer or geometry (same formula, charge and spin) is 0.000 eV. The value obtained for the total energy is -72460.4294 eV. Its charge is +1. The value obtained for the HOMO energy is -11.13 eV. The spin multiplicity is 1.

Structure (XYZ):
```
65
C15H34F9O5S2, DFT ωB97M-V/def2-TZVPD
F 0.20 -3.49 2.02
C -0.17 -2.75 0.95
F 0.68 -3.06 -0.05
C -1.57 -3.19 0.55
C -2.02 -2.62 -0.80
S -3.76 -2.11 -0.89
C -3.84 -0.45 -0.24
C -4.36 -0.38 1.20
C -5.58 -1.12 1.53
O -4.20 -1.54 1.94
C -0.08 -1.23 1.42
F 0.29 -1.20 2.69
F -1.32 -0.71 1.38
S 1.09 -0.07 0.46
F 2.24 -1.12 0.57
F 0.58 -0.65 -0.93
F -0.06 1.04 0.34
F 1.56 0.64 1.78
F 2.05 0.88 -0.35
H -2.27 -3.01 1.36
H -1.48 -4.27 0.44
H -1.93 -3.36 -1.59
H -1.48 -1.73 -1.11
H -4.29 -2.90 0.06
H -4.56 0.11 -0.84
H -2.85 -0.01 -0.27
H -4.23 0.58 1.67
H -6.03 -1.78 0.80
H -6.02 -0.98 2.50
C 4.38 0.59 3.61
C 4.56 1.62 4.71
O 5.81 2.29 4.61
H 5.19 -0.14 3.64
H 3.43 0.06 3.72
H 4.40 1.07 2.63
H 4.56 1.14 5.69
H 3.74 2.34 4.69
H 5.83 2.74 3.76
C 8.79 0.91 4.40
C 9.65 -0.33 4.24
O 10.85 -0.07 3.53
H 8.55 1.33 3.42
H 7.86 0.69 4.92
H 9.33 1.68 4.96
H 9.12 -1.09 3.66
H 9.88 -0.76 5.22
H 11.35 0.59 4.02
C -2.93 -0.41 -5.46
C -3.48 -0.32 -4.06
O -2.51 -0.73 -3.08
H -2.60 -1.42 -5.69
H -3.68 -0.11 -6.19
H -2.06 0.25 -5.58
H -4.34 -0.99 -3.94
H -3.81 0.70 -3.84
H -1.75 -0.14 -3.16
C -5.12 3.18 -6.58
C -5.64 3.24 -5.16
O -4.65 2.84 -4.21
H -4.79 2.16 -6.82
H -5.90 3.46 -7.29
H -4.27 3.84 -6.72
H -6.48 2.57 -5.02
H -5.98 4.26 -4.93
H -3.90 3.45 -4.30
```



(2)
DFT (ωB97M-V/def2-TZVPD) results for a structure of composition C15H35AsBF6O7PtS3 at a distorted geometry.

The value obtained for the total energy is -144025.4165 eV. Its charge is -1. The value obtained for the HOMO energy (alpha / beta) is -4.00 / -4.00 eV. The spin multiplicity is 3.

Structure (XYZ):
```
69
C15H35AsBF6O7PtS3, DFT ωB97M-V/def2-TZVPD
Pt 19.64 8.55 9.65
B 17.58 7.58 9.27
H 17.58 8.71 9.44
H 18.40 7.20 9.96
H 16.54 7.16 9.51
H 17.95 7.41 8.19
As 23.44 9.45 9.74
F 23.64 8.01 8.73
F 25.18 9.61 9.91
F 23.18 10.86 10.81
F 21.68 9.26 9.48
F 23.39 8.42 11.14
F 23.52 10.56 8.39
C 20.27 11.79 7.38
C 19.76 10.43 6.88
C 20.88 9.56 6.40
O 18.93 9.84 7.84
H 21.14 12.01 6.76
H 20.62 11.74 8.42
H 19.52 12.58 7.43
H 19.12 10.64 6.00
H 21.68 9.48 7.14
H 21.23 9.81 5.39
H 20.56 8.51 6.29
C 22.81 3.45 8.77
C 21.51 3.28 7.97
C 20.37 3.84 8.72
S 21.09 5.37 9.51
O 21.03 5.25 10.96
O 20.59 6.57 8.89
C 22.81 4.98 9.04
H 23.68 3.24 8.15
H 22.96 2.86 9.68
H 21.38 2.20 7.87
H 21.71 3.67 6.97
H 20.21 3.21 9.59
H 19.57 4.25 8.10
H 23.40 5.47 9.82
H 23.19 5.58 8.21
C 19.09 13.82 12.10
C 17.70 13.80 11.45
C 17.63 12.55 10.55
S 18.44 11.29 11.47
O 19.33 10.43 10.68
O 17.44 10.71 12.33
C 19.50 12.37 12.49
H 19.08 14.53 12.92
H 19.88 14.26 11.48
H 17.57 14.69 10.85
H 16.94 13.73 12.23
H 18.21 12.82 9.66
H 16.72 12.09 10.14
H 20.49 12.10 12.11
H 19.45 12.20 13.56
C 20.06 5.73 14.16
C 21.43 6.20 14.67
C 22.04 7.27 13.69
S 20.52 8.19 13.13
O 20.50 8.10 11.69
O 20.26 9.46 13.77
C 19.30 6.99 13.80
H 19.63 5.17 15.00
H 20.14 5.10 13.28
H 22.13 5.39 14.86
H 21.43 6.64 15.68
H 22.45 6.90 12.76
H 22.81 7.97 14.00
H 18.41 6.93 13.17
H 18.94 7.53 14.68
```



(3)
DFT (ωB97M-V/def2-TZVPD) results for a structure of composition C15H35Cl2N2OOsP at a distorted geometry.

Its energy relative to the best compared isomer or geometry (same formula, charge and spin) is 1.345 eV. The value obtained for the total energy is -57947.3872 eV. Its charge is 0. The value obtained for the HOMO energy (alpha / beta) is -4.79 / -6.30 eV. The spin multiplicity is 5.

Structure (XYZ):
```
57
C15H35Cl2N2OOsP, DFT ωB97M-V/def2-TZVPD
Os -0.68 -1.54 0.22
Cl -0.72 -3.43 1.38
Cl -1.07 -2.11 -1.88
H 0.91 -1.56 0.27
H -1.90 -0.83 0.97
P -1.80 -4.14 -1.70
C -3.19 -4.40 -0.55
C -2.43 -4.40 -3.41
C -0.43 -5.32 -1.41
C -3.98 -3.13 -0.26
H -2.68 -4.69 0.38
C -4.09 -5.57 -0.99
H -4.75 -5.29 -1.82
H -4.73 -5.85 -0.14
H -3.53 -6.47 -1.27
H -3.34 -2.33 0.14
H -4.75 -3.36 0.50
H -4.51 -2.76 -1.15
H -0.31 -5.27 -0.31
C 0.90 -4.89 -2.03
C -0.81 -6.76 -1.78
H -1.55 -7.19 -1.09
H 0.09 -7.39 -1.74
H -1.21 -6.84 -2.81
H 1.25 -3.93 -1.62
H 0.84 -4.82 -3.12
H 1.66 -5.65 -1.79
C -3.55 -3.40 -3.75
H -2.87 -5.41 -3.38
C -1.33 -4.38 -4.47
H -4.45 -3.53 -3.14
H -3.85 -3.57 -4.79
H -3.21 -2.36 -3.67
H -0.73 -3.46 -4.43
H -1.80 -4.41 -5.46
H -0.66 -5.25 -4.40
C 0.21 0.30 2.56
N 0.58 1.41 1.71
C 1.07 2.60 2.39
C 1.77 3.51 1.42
C 0.90 3.76 0.21
N 0.53 2.49 -0.37
C 0.06 2.53 -1.75
C 0.28 1.39 0.40
O -0.23 0.35 -0.15
H 1.02 0.12 3.28
H 0.05 -0.63 1.95
H -0.71 0.52 3.13
H 0.23 3.12 2.88
H 1.75 2.26 3.18
H 2.72 3.06 1.12
H 1.99 4.46 1.91
H 1.44 4.32 -0.56
H 0.01 4.33 0.50
H -0.95 2.95 -1.82
H 0.74 3.16 -2.32
H 0.05 1.52 -2.17
```



(4)
DFT (ωB97M-V/def2-TZVPD) results for a cluster of 10 separate species, C15H35Cl4N7O16 in total at a distorted geometry.

Its structure (SMILES) is C[N+](=O)[O-].C[N+](=O)[O-].C[N+](=O)[O-].C[N+](=O)[O-].C[N+](=O)[O-].C[N+](=O)[O-].C[N+](=O)[O-].O=C1CCCO1.ClCCCl.ClCCCl. The value obtained for the total energy is -109383.8165 eV. Its charge is 0. The value obtained for the HOMO energy is -10.21 eV. The spin multiplicity is 1.

Structure (XYZ):
```
77
C15H35Cl4N7O16, DFT ωB97M-V/def2-TZVPD
C -2.40 -2.93 0.05
N -3.70 -3.62 0.14
O -3.73 -4.82 0.19
O -4.68 -2.90 0.18
H -2.12 -2.51 1.02
H -2.56 -2.21 -0.71
H -1.64 -3.60 -0.30
C -5.72 -0.68 -1.41
N -4.57 0.18 -1.01
O -4.83 1.09 -0.27
O -3.50 -0.09 -1.49
H -6.35 -0.09 -2.01
H -6.18 -1.05 -0.54
H -5.32 -1.54 -1.90
C 4.66 1.42 1.79
N 3.62 0.93 0.87
O 2.85 0.12 1.35
O 3.63 1.35 -0.25
H 5.40 0.63 1.60
H 4.25 1.35 2.81
H 5.13 2.37 1.47
C 2.02 -2.62 3.51
N 1.03 -1.56 3.71
O -0.12 -1.80 3.40
O 1.38 -0.53 4.24
H 2.17 -3.24 4.39
H 2.94 -2.14 3.25
H 1.67 -3.22 2.65
C -2.43 -3.31 4.51
N -2.91 -1.96 4.15
O -2.74 -1.07 4.95
O -3.30 -1.83 3.01
H -2.22 -3.85 3.58
H -3.31 -3.75 4.96
H -1.59 -3.31 5.19
C -2.65 2.21 -4.23
N -3.42 0.96 -4.33
O -2.74 -0.03 -4.50
O -4.62 0.97 -4.32
H -3.21 3.02 -4.60
H -1.64 2.09 -4.72
H -2.56 2.40 -3.18
C 2.87 2.81 -3.28
N 1.65 3.48 -3.74
O 0.59 3.21 -3.19
O 1.83 4.19 -4.68
H 2.94 1.97 -3.94
H 2.64 2.47 -2.29
H 3.72 3.41 -3.38
O 1.23 -3.66 0.19
C 2.02 -3.13 -0.50
O 3.29 -3.56 -0.57
C 4.10 -2.64 -1.30
C 3.10 -2.02 -2.26
C 1.78 -1.95 -1.42
H 4.93 -3.18 -1.77
H 4.54 -1.90 -0.60
H 2.95 -2.74 -3.04
H 3.51 -1.14 -2.75
H 0.93 -2.06 -2.08
H 1.55 -1.06 -0.84
Cl 1.90 3.34 2.36
C 1.41 4.15 0.82
C 2.29 5.30 0.43
Cl 4.02 4.91 0.03
H 0.45 4.58 1.08
H 1.31 3.42 0.01
H 2.45 5.88 1.31
H 1.88 5.71 -0.43
Cl -1.78 3.05 1.71
C -1.87 1.27 1.51
C -0.64 0.78 0.82
Cl -0.44 1.68 -0.72
H -2.69 1.09 0.85
H -1.91 0.84 2.51
H -0.81 -0.30 0.65
H 0.31 0.99 1.29
```



(5)
DFT (ωB97M-V/def2-TZVPD) results for a cluster of 6 separate species, C15H35ClN5O5 in total at a distorted geometry.

Its energy relative to the best compared isomer or geometry (same formula, charge and spin) is 3.813 eV. The value obtained for the total energy is -46336.5416 eV. Its charge is -1. The value obtained for the HOMO energy is -4.20 eV. The spin multiplicity is 1.

Structure (XYZ):
```
61
C15H35ClN5O5, DFT ωB97M-V/def2-TZVPD
Cl 1.26 0.94 -0.79
C -6.28 1.60 1.94
C -4.88 1.03 2.14
O -3.92 1.75 2.34
N -4.75 -0.31 2.13
C -3.45 -1.02 2.31
H -6.69 1.98 2.88
H -7.02 0.85 1.66
H -6.24 2.37 1.17
H -5.62 -0.81 1.98
H -2.81 -0.58 3.06
H -2.93 -0.95 1.36
H -3.67 -2.06 2.57
C -6.10 4.02 -5.00
C -5.27 3.12 -4.11
O -4.76 3.54 -3.08
N -5.05 1.91 -4.57
C -4.34 0.92 -3.77
H -5.80 5.07 -4.90
H -7.15 3.98 -4.72
H -6.02 3.75 -6.05
H -5.61 1.54 -5.32
H -4.98 0.27 -3.17
H -3.66 1.40 -3.07
H -3.82 0.28 -4.48
C 1.98 -1.95 -5.51
C 1.93 -3.32 -4.80
O 2.40 -4.32 -5.30
N 1.36 -3.31 -3.58
C 1.10 -4.52 -2.83
H 2.97 -1.78 -5.95
H 1.57 -1.21 -4.82
H 1.29 -1.98 -6.35
H 1.24 -2.45 -3.06
H 0.32 -4.34 -2.09
H 1.99 -4.88 -2.31
H 0.60 -5.30 -3.40
C 6.47 -1.83 -0.06
C 7.13 -0.69 0.73
O 8.22 -0.84 1.28
N 6.51 0.51 0.66
C 6.99 1.71 1.34
H 7.08 -2.69 -0.32
H 6.05 -1.47 -1.01
H 5.58 -2.04 0.53
H 5.59 0.60 0.27
H 8.00 1.96 1.01
H 7.08 1.56 2.41
H 6.40 2.62 1.20
C 0.77 1.71 5.92
C 0.98 0.40 6.66
O 0.41 0.30 7.76
N 1.85 -0.53 6.17
C 2.73 -0.33 5.00
H 0.96 2.60 6.51
H -0.27 1.80 5.62
H 1.42 1.77 5.05
H 1.98 -1.46 6.54
H 3.39 -1.19 4.95
H 3.33 0.57 5.14
H 2.17 -0.25 4.07
```



(6)
DFT (ωB97M-V/def2-TZVPD) results for a structure of composition C15H35ClN5O9Pt at a distorted geometry.

The value obtained for the total energy is -57754.2372 eV. Its charge is +1. The value obtained for the HOMO energy (alpha / beta) is -10.50 / -10.50 eV. The spin multiplicity is 3.

Structure (XYZ):
```
66
C15H35ClN5O9Pt, DFT ωB97M-V/def2-TZVPD
Pt -1.58 1.86 -1.20
Cl -0.58 -1.10 0.62
O -0.23 -2.47 0.38
O 0.43 -0.51 1.43
O -0.74 -0.34 -0.64
O -1.85 -1.08 1.30
C 0.91 2.88 1.41
C 1.33 2.85 -0.02
O 0.59 2.41 -0.88
N 2.52 3.33 -0.35
C 3.00 3.23 -1.71
H -0.17 2.80 1.53
H 1.24 3.84 1.81
H 1.28 1.99 1.92
H 3.06 3.72 0.41
H 2.90 4.19 -2.22
H 2.54 2.52 -2.40
H 4.06 2.99 -1.69
C 5.53 -2.37 1.68
C 5.14 -3.02 3.03
O 5.99 -3.57 3.68
N 3.86 -2.98 3.51
C 2.68 -2.45 2.90
H 5.49 -3.22 0.99
H 6.55 -2.02 1.86
H 5.03 -1.44 1.43
H 3.75 -3.57 4.32
H 2.04 -3.32 2.75
H 2.82 -1.87 1.99
H 2.23 -1.79 3.65
C -2.15 -2.57 4.90
C -1.87 -1.22 5.56
O -1.79 -1.16 6.76
N -1.70 -0.17 4.79
C -1.40 1.18 5.25
H -1.79 -2.59 3.88
H -3.21 -2.84 4.97
H -1.66 -3.37 5.46
H -1.79 -0.36 3.80
H -0.98 1.08 6.25
H -2.22 1.87 5.39
H -0.59 1.49 4.59
C 0.28 2.57 -4.85
C -0.32 1.36 -4.24
O -0.94 1.35 -3.21
N -0.07 0.24 -4.92
C -0.49 -1.09 -4.47
H 0.58 2.49 -5.89
H 1.22 2.79 -4.35
H -0.51 3.33 -4.89
H 0.47 0.27 -5.77
H -1.55 -1.24 -4.66
H -0.27 -1.22 -3.41
H 0.14 -1.79 -5.03
C -4.22 1.47 -4.12
C -3.88 0.52 -3.03
O -3.34 0.99 -2.06
N -4.09 -0.79 -3.15
C -3.74 -1.77 -2.12
H -4.58 2.44 -3.76
H -4.92 0.97 -4.79
H -3.27 1.64 -4.63
H -4.28 -1.18 -4.06
H -3.94 -2.78 -2.49
H -4.32 -1.66 -1.20
H -2.65 -1.74 -2.00
```